Entry 1:
A structure of composition C20H16ClO5PdS4 at a distorted geometry, computed with the ωB97M-V functional and the def2-TZVPD basis.

Cartesian coordinates (Å):
Pd: -0.670 -0.627 -0.465
O: -3.876 -2.667 -0.964
S: -2.715 -1.839 -0.799
O: -2.868 -0.448 -1.285
O: -1.482 -2.386 -1.474
O: -2.269 -1.714 0.629
C: -0.238 -0.344 2.166
C: 0.384 -1.567 2.453
C: 1.797 -1.672 2.498
C: 2.414 -2.876 2.744
C: 1.657 -4.022 2.967
C: 0.267 -3.948 2.910
C: -0.365 -2.750 2.675
H: 0.371 0.546 2.055
H: -1.304 -0.218 2.303
H: 2.388 -0.788 2.305
H: 3.495 -2.934 2.742
H: 2.144 -4.965 3.178
H: -0.320 -4.848 3.037
H: -1.440 -2.704 2.587
O: -0.420 1.425 -0.938
C: -0.172 1.869 -2.257
C: -1.073 3.049 -2.564
C: -1.373 3.657 -3.745
C: -2.217 4.785 -3.572
C: -2.516 5.010 -2.266
S: -1.785 3.854 -1.225
C: 1.260 2.389 -2.262
C: 2.093 2.758 -3.272
C: 3.332 3.260 -2.795
C: 3.393 3.276 -1.438
S: 1.958 2.660 -0.714
C: -0.349 0.767 -3.295
C: 0.545 -0.232 -3.577
C: 0.021 -1.202 -4.464
C: -1.255 -0.920 -4.837
S: -1.844 0.511 -4.114
H: -1.036 3.310 -4.709
H: -2.590 5.393 -4.382
H: -3.128 5.794 -1.853
H: 1.835 2.661 -4.316
H: 4.123 3.611 -3.441
H: 4.217 3.593 -0.822
H: 1.554 -0.249 -3.198
H: 0.562 -2.080 -4.781
H: -1.897 -1.505 -5.473
Cl: 1.529 -1.421 -0.475

Calculated values
Energy relative to the best compared isomer or geometry (same formula, charge and spin) (kcal/mol): 80.11
Energy (hartree): -3328.704365
Total charge: -1
2S+1: 1
HOMO-LUMO gap (spin up / spin down) (eV): 5.666 / 5.761
E_LUMO (spin up / spin down) (eV): 0.25 / 0.30
E_HOMO (spin up / spin down) (eV): -5.41 / -5.47

Entry 2:
A cluster of 3 separate species, C2H11N2Si in total at a distorted geometry, computed with the ωB97M-V functional and the def2-TZVPD basis.

Cartesian coordinates (Å):
C: -0.006 -1.592 0.254
C: 0.632 -0.329 -0.038
N: -0.154 0.690 -0.126
N: -2.935 0.577 -0.027
Si: 3.502 -0.173 -0.026
H: 0.214 -1.762 1.332
H: -1.136 -1.492 0.175
H: 0.422 -2.465 -0.269
H: 0.373 1.506 -0.455
H: -1.220 0.527 -0.072
H: -3.010 0.961 -1.029
H: -3.591 1.180 0.511
H: -3.235 -0.422 0.003
H: 3.826 0.897 0.918
H: 3.965 0.016 -1.451
H: 3.286 -1.574 0.372

Calculated values
Energy relative to the best compared isomer or geometry (same formula, charge and spin) (kcal/mol): 53.10
Energy (hartree): -481.444863
Total charge: +1
2S+1: 1
HOMO-LUMO gap (eV): 8.669
E_LUMO (eV): -4.63
E_HOMO (eV): -13.30

Entry 3:
A structure of composition C25H35GeInN4O6SSe, computed with the ωB97M-V functional and the def2-TZVPD basis.

Cartesian coordinates (Å):
In: -0.158 -0.458 -0.306
C: 0.850 -3.332 1.176
C: 1.968 -2.304 1.268
N: 1.456 -0.940 1.443
C: 0.988 -0.561 2.782
C: -0.412 -1.050 3.165
S: -1.705 -0.951 1.879
C: -2.140 -2.698 1.624
C: -1.498 -3.407 0.425
N: -0.133 -2.961 0.150
H: 1.287 -4.315 0.983
H: 0.331 -3.412 2.129
H: 2.651 -2.588 2.076
H: 2.537 -2.309 0.336
H: 2.179 -0.281 1.172
H: 1.685 -0.919 3.548
H: 0.997 0.527 2.809
H: -0.406 -2.077 3.523
H: -0.756 -0.436 3.996
H: -1.932 -3.213 2.561
H: -3.221 -2.717 1.493
H: -1.534 -4.486 0.619
H: -2.089 -3.202 -0.466
H: 0.155 -3.321 -0.752
C: -4.963 0.079 -3.271
O: -4.177 -0.720 -2.376
C: -3.026 -0.268 -1.900
O: -2.391 -0.983 -1.127
N: -2.611 0.954 -2.289
N: -1.375 1.407 -1.834
H: -5.841 -0.517 -3.493
H: -4.420 0.276 -4.196
H: -5.272 1.007 -2.789
H: -3.118 1.500 -2.965
H: -1.465 2.245 -1.264
H: -0.767 1.616 -2.619
O: 1.973 1.445 -0.595
Se: 0.978 2.537 0.324
O: 0.351 3.565 -0.742
O: -0.164 1.444 0.838
O: 1.866 3.076 1.533
C: 3.668 3.706 -1.741
Ge: 2.868 1.988 -2.134
C: 1.483 2.002 -3.499
C: 1.162 0.817 -4.164
C: 0.121 0.777 -5.083
C: -0.600 1.934 -5.358
C: -0.280 3.124 -4.716
C: 0.755 3.155 -3.788
C: 4.059 0.471 -2.362
C: 4.238 -0.412 -1.331
C: 5.085 -1.534 -1.456
C: 5.746 -1.759 -2.629
C: 5.599 -0.870 -3.722
C: 6.289 -1.085 -4.941
C: 6.150 -0.217 -5.985
C: 5.314 0.912 -5.856
C: 4.637 1.141 -4.693
C: 4.752 0.258 -3.590
H: 4.284 4.029 -2.581
H: 4.297 3.619 -0.857
H: 2.893 4.446 -1.549
H: 1.736 -0.083 -3.970
H: -0.115 -0.146 -5.596
H: -1.398 1.912 -6.091
H: -0.833 4.028 -4.939
H: 0.978 4.082 -3.274
H: 3.735 -0.238 -0.387
H: 5.217 -2.206 -0.617
H: 6.404 -2.612 -2.736
H: 6.933 -1.952 -5.026
H: 6.684 -0.387 -6.911
H: 5.212 1.600 -6.685
H: 3.998 2.015 -4.619

Calculated values
Energy relative to the best compared isomer or geometry (same formula, charge and spin) (kcal/mol): 3.00
Energy (hartree): -6710.556690
Total charge: +1
Expectation value of S²: 0.75
2S+1: 2
HOMO-LUMO gap (spin up / spin down) (eV): 7.702 / 6.934
E_LUMO (spin up / spin down) (eV): -2.06 / -3.63
E_HOMO (spin up / spin down) (eV): -9.77 / -10.57

Entry 4:
A cluster of 5 separate species, C2H16N2O4 in total at a distorted geometry, computed with the ωB97M-V functional and the def2-TZVPD basis.

Cartesian coordinates (Å):
C: 0.640 -1.450 0.871
C: -0.254 -2.140 -0.170
N: 0.262 -1.900 -1.535
N: 0.180 -1.492 2.295
H: 0.489 -0.406 0.703
H: 1.710 -1.721 0.724
H: -1.346 -1.897 -0.122
H: -0.104 -3.193 0.220
H: 1.234 -2.148 -1.601
H: -0.244 -2.481 -2.135
H: -0.691 -1.053 2.551
H: 0.884 -1.161 2.851
H: -0.874 0.927 0.792
H: -1.953 0.810 -0.154
O: -1.811 0.662 0.794
H: 1.233 3.261 -1.949
H: 0.184 2.103 -1.418
O: 0.847 2.827 -1.130
H: 0.481 3.649 0.912
H: 0.696 3.016 2.370
O: 0.234 2.853 1.507
H: -0.244 -0.261 -1.678
H: -0.944 0.571 -2.801
O: -0.608 0.624 -1.896

Calculated values
Energy relative to the best compared isomer or geometry (same formula, charge and spin) (kcal/mol): 23.94
Energy (hartree): -496.195913
Total charge: -1
Expectation value of S²: 0.75
2S+1: 2
HOMO-LUMO gap (spin up / spin down) (eV): 2.390 / 9.098
E_LUMO (spin up / spin down) (eV): 3.33 / 3.19
E_HOMO (spin up / spin down) (eV): 0.94 / -5.91

Entry 5:
A structure of composition C22H61ClN5O10 at a distorted geometry, computed with the ωB97M-V functional and the def2-TZVPD basis.

Cartesian coordinates (Å):
Cl: 0.162 -0.534 0.367
O: -0.930 0.149 1.007
O: -0.249 -1.819 -0.043
O: 0.598 0.297 -0.740
O: 1.281 -0.648 1.236
C: 2.799 3.421 4.557
C: 2.815 2.125 3.683
C: 1.638 1.267 3.957
O: 1.621 0.087 3.147
C: 0.454 -0.675 3.398
N: 2.840 2.705 2.323
H: 3.776 3.891 4.444
H: 2.690 3.140 5.604
H: 2.006 4.160 4.448
H: 3.650 1.448 3.860
H: 0.828 1.953 3.707
H: 1.564 0.997 5.010
H: -0.435 -0.268 2.917
H: 0.203 -0.855 4.443
H: 0.714 -1.641 2.963
H: 1.912 3.055 2.130
H: 2.887 1.933 1.673
C: -0.710 -1.306 -2.191
C: 0.116 -2.576 -1.903
C: 0.365 -3.428 -3.207
O: -0.645 -4.389 -3.438
C: -1.089 -4.608 -4.778
N: 1.322 -2.057 -1.360
H: -0.156 -0.582 -2.789
H: -0.977 -0.764 -1.283
H: -1.695 -1.489 -2.622
H: -0.352 -3.253 -1.188
H: 1.286 -3.997 -3.079
H: 0.559 -2.735 -4.026
H: -1.938 -5.290 -4.818
H: -0.277 -4.984 -5.399
H: -1.544 -3.736 -5.248
H: 1.115 -1.534 -0.521
H: 1.589 -1.359 -2.038
C: -4.116 -0.723 2.450
C: -2.887 -1.202 3.294
C: -1.922 -2.004 2.432
O: -0.732 -2.392 3.133
C: 0.283 -3.025 2.401
N: -2.272 -0.039 3.849
H: -3.962 0.281 2.055
H: -5.053 -0.687 3.005
H: -4.241 -1.312 1.541
H: -3.229 -1.811 4.131
H: -1.792 -1.369 1.556
H: -2.424 -2.949 2.223
H: 1.282 -2.753 2.743
H: 0.227 -2.766 1.344
H: 0.190 -4.110 2.447
H: -1.320 -0.376 3.881
H: -2.309 0.578 3.050
C: 3.320 -1.418 -0.576
C: 3.687 0.034 -0.357
C: 3.131 0.839 -1.529
O: 3.557 2.127 -1.305
C: 3.317 3.007 -2.372
N: 2.971 0.453 0.812
H: 2.266 -1.554 -0.817
H: 3.516 -2.036 0.300
H: 3.837 -1.939 -1.381
H: 4.765 0.183 -0.300
H: 2.049 0.706 -1.501
H: 3.429 0.431 -2.495
H: 4.169 3.044 -3.051
H: 2.975 3.984 -2.028
H: 2.434 2.767 -2.965
H: 2.050 0.069 0.658
H: 2.776 1.438 0.702
C: -1.445 0.993 -1.530
C: -2.689 0.158 -1.151
C: -3.612 -0.286 -2.357
O: -4.208 0.817 -3.064
C: -4.942 1.727 -2.345
N: -2.151 -0.959 -0.444
H: -1.697 1.951 -1.986
H: -0.753 0.439 -2.164
H: -0.927 1.197 -0.593
H: -3.274 0.727 -0.429
H: -4.406 -0.949 -2.015
H: -2.971 -0.898 -2.991
H: -5.382 2.393 -3.088
H: -4.417 2.350 -1.621
H: -5.870 1.455 -1.842
H: -1.461 -0.583 0.190
H: -1.586 -1.521 -1.065
C: -0.279 2.506 -1.607
C: 0.891 3.504 -1.340
O: 0.477 4.754 -1.799
H: 0.069 1.490 -1.421
H: -0.663 2.610 -2.621
H: -1.158 2.747 -1.009
H: 1.821 3.138 -1.777
H: 1.049 3.549 -0.262
H: -0.181 5.115 -1.200

Calculated values
Energy relative to the best compared isomer or geometry (same formula, charge and spin) (kcal/mol): 854.32
Energy (hartree): -2359.541570
Total charge: -1
2S+1: 1
HOMO-LUMO gap (eV): 7.393
E_LUMO (eV): 2.61
E_HOMO (eV): -4.78

Entry 6:
A cluster of 2 separate species, C3H11NS in total at a distorted geometry, computed with the ωB97M-V functional and the def2-TZVPD basis.

Cartesian coordinates (Å):
C: 1.815 1.379 1.150
C: 0.236 1.253 1.340
N: -0.595 2.465 1.712
H: 2.180 0.391 0.828
H: 1.988 2.098 0.402
H: 2.282 1.762 2.132
H: -0.162 0.927 0.353
H: 0.116 0.468 2.144
H: -1.582 2.291 1.343
H: -0.130 3.260 1.289
C: -1.622 -1.401 -1.242
S: 0.137 -1.901 -1.507
H: -2.126 -1.848 -2.116
H: -1.967 -1.728 -0.270
H: -1.816 -0.307 -1.225
H: 0.610 -1.548 -0.232

Calculated values
Energy relative to the best compared isomer or geometry (same formula, charge and spin) (kcal/mol): 23.80
Energy (hartree): -573.793583
Total charge: 0
2S+1: 1
HOMO-LUMO gap (eV): 9.961
E_LUMO (eV): 0.81
E_HOMO (eV): -9.15

Entry 7:
The molecule C16H18ClN5O3 at a distorted geometry, computed with the ωB97M-V functional and the def2-TZVPD basis.

Cartesian coordinates (Å):
C: -2.160 2.278 -2.578
N: -1.053 2.512 -1.664
C: -0.296 1.416 -1.271
O: -0.545 0.283 -1.664
C: 0.753 1.794 -0.381
C: 0.948 3.111 0.017
N: 2.009 3.205 0.846
C: 2.457 1.974 0.955
N: 1.754 1.078 0.238
C: 1.962 -0.343 0.166
C: 1.440 -1.069 1.427
O: 2.039 -0.566 2.597
C: -0.089 -0.916 1.588
N: -0.841 -1.571 0.557
C: -0.879 -2.938 0.405
C: -0.588 -3.834 1.438
C: -0.707 -5.197 1.246
C: -1.115 -5.689 0.019
Cl: -1.252 -7.401 -0.221
C: -1.409 -4.821 -1.022
C: -1.289 -3.462 -0.827
N: 0.148 4.119 -0.415
C: 0.383 5.476 0.027
C: -0.886 3.842 -1.284
O: -1.622 4.705 -1.705
H: -2.172 1.218 -2.820
H: -3.097 2.571 -2.106
H: -2.024 2.874 -3.480
H: 3.306 1.710 1.552
H: 3.034 -0.535 0.056
H: 1.437 -0.724 -0.712
H: 1.664 -2.140 1.301
H: 2.968 -0.819 2.623
H: -0.345 0.145 1.588
H: -0.359 -1.317 2.568
H: -0.901 -1.059 -0.316
H: -0.275 -3.472 2.405
H: -0.481 -5.878 2.052
H: -1.726 -5.210 -1.977
H: -1.513 -2.780 -1.634
H: 1.395 5.778 -0.243
H: -0.348 6.117 -0.460
H: 0.275 5.533 1.110

Calculated values
Energy relative to the best compared isomer or geometry (same formula, charge and spin) (kcal/mol): 0.32
Energy (hartree): -1580.278847
Total charge: 0
2S+1: 1
HOMO-LUMO gap (eV): 8.029
E_LUMO (eV): 0.31
E_HOMO (eV): -7.72

Entry 8:
A cluster of 3 separate species, C3H8O3 in total, computed with the ωB97M-V functional and the def2-TZVPD basis.

Cartesian coordinates (Å):
O: -0.586 0.077 1.628
C: 0.168 -0.836 1.191
C: 0.235 -1.372 -0.088
C: -0.502 -0.816 -1.249
O: 0.333 -0.119 -2.190
H: 0.887 -1.303 1.904
H: 0.816 -2.280 -0.197
H: 2.018 -0.137 -0.156
H: -1.276 -0.119 -0.904
H: -0.999 -1.614 -1.829
H: 1.065 0.215 -1.640
H: -0.075 3.191 1.246
H: -0.104 1.625 1.111
O: 0.040 2.468 0.624

Calculated values
Energy relative to the best compared isomer or geometry (same formula, charge and spin) (kcal/mol): 19.88
Energy (hartree): -344.746298
Total charge: -1
Expectation value of S²: 0.76
2S+1: 2
HOMO-LUMO gap (spin up / spin down) (eV): 6.886 / 7.545
E_LUMO (spin up / spin down) (eV): 4.21 / 3.87
E_HOMO (spin up / spin down) (eV): -2.68 / -3.68

Entry 9:
A structure of composition C3H5CsMgO4 at a distorted geometry, computed with the ωB97M-V functional and the def2-TZVPD basis.

Cartesian coordinates (Å):
Mg: -1.029 -4.223 1.442
O: -0.209 -3.327 3.143
C: -0.451 -2.290 3.755
H: -1.433 -1.788 3.672
H: 0.168 -2.030 4.631
C: -0.323 -0.821 1.043
O: 0.975 -1.508 0.974
C: 1.160 -2.505 0.173
O: 0.536 -3.565 0.198
O: 2.106 -2.216 -0.696
Cs: 0.389 2.974 2.346
H: -0.600 -0.494 0.021
H: -1.131 -1.547 1.245
H: 2.941 -2.047 -0.240

Calculated values
Energy (hartree): -638.183902
Total charge: +1
Expectation value of S²: 0.75
2S+1: 2
HOMO-LUMO gap (spin up / spin down) (eV): 5.451 / 6.474
E_LUMO (spin up / spin down) (eV): -3.45 / -3.46
E_HOMO (spin up / spin down) (eV): -8.90 / -9.94

Entry 10:
A cluster of 2 separate species, C6H11NO3 in total at a distorted geometry, computed with the ωB97M-V functional and the def2-TZVPD basis.

Cartesian coordinates (Å):
C: 1.456 1.435 -1.174
C: 1.196 0.009 -0.805
O: 1.719 -0.512 0.190
C: 0.481 -0.827 -1.849
O: -0.060 -0.357 -2.815
H: 0.687 1.806 -1.845
H: 1.540 2.057 -0.286
H: 2.405 1.471 -1.714
H: 0.539 -1.917 -1.675
C: -0.682 0.994 1.671
C: -1.278 0.400 0.413
C: -1.236 -1.411 0.481
N: -0.227 -1.891 1.171
O: -2.039 -1.945 -0.227
H: 0.405 0.903 1.699
H: -1.074 0.510 2.565
H: -0.920 2.056 1.742
H: -2.368 0.429 0.426
H: -1.070 0.973 -0.487
H: 0.694 -1.289 1.228
H: -0.169 -2.893 1.290

Calculated values
Energy relative to the best compared isomer or geometry (same formula, charge and spin) (kcal/mol): 69.20
Energy (hartree): -515.639952
Total charge: 0
2S+1: 1
HOMO-LUMO gap (eV): 8.255
E_LUMO (eV): -1.00
E_HOMO (eV): -9.26

Entry 11:
A structure of composition CH6Na6O6 at a distorted geometry, computed with the ωB97M-V functional and the def2-TZVPD basis.

Cartesian coordinates (Å):
Na: 2.387 4.474 -1.517
Na: -3.507 4.163 -1.955
Na: -0.943 3.189 2.743
Na: 2.187 0.120 -5.370
Na: -2.453 -1.358 -3.869
Na: 4.673 -0.751 -1.224
C: 0.132 0.355 -0.480
O: -1.028 0.781 -0.414
O: 0.528 -0.603 -1.159
O: 1.012 0.992 0.112
O: -5.851 -0.682 0.782
H: -4.950 -0.411 0.602
H: -6.286 -0.648 -0.070
O: 1.316 -4.933 -0.197
H: 1.002 -5.091 0.693
H: 1.073 -4.026 -0.379
O: 3.372 1.708 4.145
H: 3.174 1.521 3.227
H: 4.162 1.201 4.328

Calculated values
Energy relative to the best compared isomer or geometry (same formula, charge and spin) (kcal/mol): 107.74
Energy (hartree): -1465.541297
Total charge: +4
2S+1: 1
HOMO-LUMO gap (eV): 2.643
E_LUMO (eV): -12.46
E_HOMO (eV): -15.10

Question: Which of these has the highest total charge?
Answer: CH6Na6O6

Question: Number 7 is which compound?
Answer: C16H18ClN5O3